ORCA calculation (ωB97M-V/def2-TZVPD) on 5 unconnected molecules or ions with the total composition C9H28O5.

Geometry as XYZ:
```
42
Properties=species:S:1:pos:R:3:lowdin_charge:R:1
C 5.573 -1.591 0.971 -0.06
C 4.640 -2.215 2.006 -0.44
C 3.423 -2.958 1.462 -0.06
O 5.423 -3.250 2.708 -0.09
H 5.272 -1.695 -0.072 0.07
H 6.576 -1.989 1.096 0.07
H 5.629 -0.511 1.139 0.07
H 4.359 -1.500 2.778 0.13
H 2.845 -2.245 0.865 0.07
H 2.769 -3.136 2.320 0.08
H 3.635 -3.904 0.978 0.08
H 5.527 -2.943 3.612 0.08
C -0.754 -1.453 -2.124 -0.05
C -1.215 -0.700 -0.899 -0.46
C -0.079 -0.484 0.074 -0.06
O -1.730 0.594 -1.287 -0.09
H -1.529 -1.496 -2.895 0.07
H -0.498 -2.501 -1.960 0.08
H 0.111 -0.924 -2.526 0.09
H -2.033 -1.163 -0.335 0.14
H -0.302 0.187 0.905 0.07
H 0.891 -0.161 -0.311 0.08
H 0.125 -1.460 0.531 0.08
H -2.471 0.417 -1.895 0.05
C -1.329 2.214 3.391 -0.15
O -0.155 1.530 3.821 -0.13
H -1.170 3.293 3.405 0.08
H -1.577 1.892 2.380 0.05
H -2.183 1.963 4.024 0.08
H 0.479 2.150 4.179 0.06
C -3.036 3.696 -0.792 -0.14
O -2.932 2.663 0.202 -0.16
H -2.201 3.639 -1.494 0.08
H -3.944 3.459 -1.357 0.06
H -3.086 4.647 -0.273 0.07
H -2.445 1.913 -0.183 0.03
C -3.582 0.508 -4.338 -0.15
O -3.985 0.856 -3.033 -0.13
H -2.505 0.333 -4.409 0.08
H -4.026 -0.441 -4.645 0.08
H -3.769 1.325 -5.036 0.08
H -4.740 1.440 -2.981 0.09
```

Results
2S+1 ... 1
HOMO level ... -9.581 eV
Max |F| ... 0.0413 hartree/bohr
LUMO level ... 0.616 eV
Orbital gap ... 10.197 eV